The following is a quantum chemistry calculation of a cluster of 2 separate species, C2H6N2O in total, from the OMol25 dataset.

HOMO level   -9.2 eV
Total charge   0
Energy above the lowest of the compared OMol25 structures with the same formula, charge and spin   41.8 kcal/mol
SMILES   [H]/N=C/N.C=O
HOMO-LUMO gap   10.24 eV

XYZ file:
```
11
Properties=species:S:1:pos:R:3:forces:R:3
O -0.0596 -2.3031 -0.3138 0.204 0.179 -0.061
C -1.1414 -1.9019 0.0212 -0.497 -0.015 0.423
H -1.9045 -2.5921 0.4330 0.062 -0.121 -0.131
H -1.4411 -0.8403 -0.0042 0.264 0.038 -0.179
N 1.4141 0.8537 0.1963 0.336 -0.381 0.339
C 0.4729 1.8125 0.0339 -0.282 0.044 0.239
N -0.7601 1.5141 -0.0743 -0.168 -0.296 -0.648
H 2.3970 1.0215 0.1099 -0.015 0.373 0.108
H 1.1482 -0.1181 0.2159 -0.247 -0.010 -0.241
H 0.8502 2.8352 0.1143 0.134 -0.015 -0.452
H -1.3463 2.2830 -0.3842 0.209 0.203 0.602
```
Positions in Å, forces in eV/Å.

The following is a quantum chemistry calculation of the molecule C2H6N2O at a distorted geometry, from the OMol25 dataset.

HOMO level   -9.9 eV
Total charge   0
Energy above the lowest of the compared OMol25 structures with the same formula, charge and spin   105.8 kcal/mol
SMILES   C/N=C\NO
HOMO-LUMO gap   10.33 eV

XYZ file:
```
11
Properties=species:S:1:pos:R:3:forces:R:3
C -0.2302 0.9722 -1.1645 2.371 -4.325 0.557
C 0.9782 -0.6098 0.2173 0.966 2.043 -1.436
H -0.8827 0.0566 -1.3214 0.399 1.445 0.171
H 0.0877 1.3460 -2.0931 -0.195 1.172 -0.980
H -0.5863 1.6094 -0.4026 -0.543 1.013 0.146
H 1.8773 -1.0967 0.7407 -1.204 0.624 -1.127
H 0.1119 -1.6593 1.5863 -1.580 0.633 -2.265
H -0.9047 0.5886 1.3778 -1.679 -3.558 -1.059
N 1.1739 0.3733 -0.6338 -2.761 -1.739 2.096
N -0.2515 -1.2356 0.6353 1.086 0.136 3.349
O -1.3738 -0.3448 1.0581 3.138 2.556 0.549
```
Positions in Å, forces in eV/Å.

Copy entry 1 word for word.
The following is a quantum chemistry calculation of a cluster of 2 separate species, C2H6N2O in total, from the OMol25 dataset.

HOMO level   -9.2 eV
Total charge   0
Energy above the lowest of the compared OMol25 structures with the same formula, charge and spin   41.8 kcal/mol
SMILES   [H]/N=C/N.C=O
HOMO-LUMO gap   10.24 eV

XYZ file:
```
11
Properties=species:S:1:pos:R:3:forces:R:3
O -0.0596 -2.3031 -0.3138 0.204 0.179 -0.061
C -1.1414 -1.9019 0.0212 -0.497 -0.015 0.423
H -1.9045 -2.5921 0.4330 0.062 -0.121 -0.131
H -1.4411 -0.8403 -0.0042 0.264 0.038 -0.179
N 1.4141 0.8537 0.1963 0.336 -0.381 0.339
C 0.4729 1.8125 0.0339 -0.282 0.044 0.239
N -0.7601 1.5141 -0.0743 -0.168 -0.296 -0.648
H 2.3970 1.0215 0.1099 -0.015 0.373 0.108
H 1.1482 -0.1181 0.2159 -0.247 -0.010 -0.241
H 0.8502 2.8352 0.1143 0.134 -0.015 -0.452
H -1.3463 2.2830 -0.3842 0.209 0.203 0.602
```
Positions in Å, forces in eV/Å.

Number 1 is which compound? C2H6N2O

What is the total charge in the first record? 0

Number 2 is which compound? C2H6N2O